Version i
Density functional theory data (ωB97M-V/def2-TZVPD) for C3H6N3P in the gas phase.

Element x y z (Å)
C (0.865, 0.440, -0.772)
C (1.353, 1.941, -0.718)
C (-1.809, -1.333, 0.961)
N (-0.149, 0.088, -0.013)
N (1.618, -0.117, -1.645)
N (-0.487, -1.139, 0.452)
P (0.456, -2.515, 0.617)
H (1.938, 1.971, -1.654)
H (2.073, 2.006, 0.145)
H (0.555, 2.697, -0.840)
H (-2.401, -2.033, 0.475)
H (-1.737, -1.660, 2.112)
H (-2.275, -0.346, 0.880)

Calculated values
* E_HOMO (spin up / spin down): -7.37 / -7.37 eV
* E_LUMO (spin up / spin down): -2.362 / -2.369 eV
* total charge: 0

Version ii
Density functional theory data (ωB97M-V/def2-TZVPD) for C3H6N3P in the gas phase.

Element x y z (Å)
C (1.593, -0.733, 0.333)
C (0.549, -1.499, 0.603)
C (1.300, 0.614, -0.350)
N (0.552, 1.417, 0.254)
N (-1.634, 0.075, 0.528)
N (-2.432, 1.053, 0.213)
P (-0.962, -1.183, -0.343)
H (2.586, -0.778, 0.750)
H (0.546, -2.389, 1.268)
H (1.920, 0.787, -1.187)
H (-2.683, 1.288, -0.697)
H (-2.318, 1.858, 0.794)
H (-0.394, -0.422, -1.512)

Calculated values
* E_HOMO (spin up / spin down): -8.64 / -7.18 eV
* E_LUMO (spin up / spin down): 0.257 / -0.214 eV
* total charge: 0

Which structure wins on stability? version ii wins.

Version i
Density functional theory data (ωB97M-V/def2-TZVPD) for C14H28N2O4S in the gas phase.

Element x y z (Å)
C (-5.034, -1.485, 0.478)
C (-3.899, -1.253, 1.469)
C (-2.574, -1.775, 0.949)
S (-1.891, -0.706, -0.353)
O (-2.774, -0.659, -1.482)
O (-0.542, -1.160, -0.584)
N (-1.863, 0.783, 0.424)
C (-2.705, 1.829, -0.126)
C (-2.063, 2.538, -1.320)
C (-0.659, 3.027, -0.970)
C (0.165, 1.841, -0.476)
C (1.582, 2.201, -0.047)
O (1.853, 3.203, 0.582)
N (2.486, 1.265, -0.401)
C (3.817, 1.195, 0.153)
C (3.886, 0.221, 1.337)
C (3.345, -1.161, 0.969)
O (4.046, -1.639, -0.158)
C (3.500, -2.804, -0.742)
C (2.328, -2.525, -1.682)
C (-0.533, 1.241, 0.755)
H (-4.775, -1.072, -0.493)
H (-5.949, -1.015, 0.831)
H (-5.221, -2.549, 0.358)
H (-3.790, -0.186, 1.672)
H (-4.134, -1.751, 2.414)
H (-1.804, -1.781, 1.715)
H (-2.664, -2.766, 0.511)
H (-3.642, 1.362, -0.429)
H (-2.902, 2.543, 0.680)
H (-2.008, 1.828, -2.148)
H (-2.695, 3.373, -1.623)
H (-0.185, 3.471, -1.847)
H (-0.697, 3.787, -0.187)
H (0.191, 1.070, -1.252)
H (2.163, 0.432, -0.869)
H (4.087, 2.200, 0.483)
H (4.505, 0.863, -0.627)
H (3.303, 0.613, 2.171)
H (4.927, 0.128, 1.646)
H (2.266, -1.104, 0.763)
H (3.484, -1.852, 1.817)
H (4.326, -3.243, -1.309)
H (3.200, -3.514, 0.042)
H (2.634, -1.816, -2.448)
H (1.463, -2.126, -1.156)
H (2.029, -3.451, -2.166)
H (0.023, 0.383, 1.134)
H (-0.607, 1.996, 1.543)

Calculated values
* E_HOMO: -9.38 eV
* E_LUMO: 0.603 eV
* SMILES: CCCS(=O)(=O)N1CCC[C@@H](C(=O)NCCCOCC)C1
* total charge: 0

Version ii
Density functional theory data (ωB97M-V/def2-TZVPD) for C14H28N2O4S in the gas phase.

Element x y z (Å)
C (3.272, 2.473, 1.400)
C (2.002, 3.276, 1.654)
C (0.747, 2.437, 1.511)
S (0.237, 2.312, -0.233)
O (0.377, 3.601, -0.846)
O (-1.071, 1.707, -0.238)
N (1.388, 1.280, -0.879)
C (1.990, 1.676, -2.137)
C (1.120, 1.299, -3.334)
C (0.804, -0.195, -3.305)
C (0.125, -0.544, -1.983)
C (-0.122, -2.039, -1.822)
O (0.555, -2.894, -2.357)
N (-1.160, -2.305, -1.001)
C (-1.360, -3.604, -0.403)
C (-0.920, -3.615, 1.065)
C (-1.758, -2.674, 1.929)
O (-1.475, -1.337, 1.561)
C (-2.186, -0.341, 2.266)
C (-3.687, -0.323, 1.992)
C (1.034, -0.119, -0.816)
H (3.373, 1.677, 2.135)
H (4.145, 3.118, 1.474)
H (3.247, 2.030, 0.410)
H (2.041, 3.704, 2.659)
H (1.933, 4.098, 0.939)
H (0.874, 1.420, 1.869)
H (-0.108, 2.895, 2.003)
H (2.132, 2.756, -2.090)
H (2.966, 1.183, -2.207)
H (0.192, 1.873, -3.281)
H (1.638, 1.563, -4.258)
H (0.149, -0.462, -4.136)
H (1.720, -0.781, -3.400)
H (-0.816, 0.005, -1.892)
H (-1.549, -1.534, -0.474)
H (-0.767, -4.317, -0.980)
H (-2.419, -3.876, -0.477)
H (0.126, -3.312, 1.124)
H (-1.014, -4.627, 1.461)
H (-1.518, -2.821, 2.994)
H (-2.824, -2.899, 1.784)
H (-2.000, -0.446, 3.346)
H (-1.750, 0.596, 1.908)
H (-3.864, -0.273, 0.921)
H (-4.120, 0.559, 2.456)
H (-4.183, -1.202, 2.398)
H (0.526, -0.291, 0.134)
H (1.959, -0.705, -0.841)

Calculated values
* E_HOMO: -9.24 eV
* E_LUMO: 0.705 eV
* SMILES: CCCS(=O)(=O)N1CCC[C@@H](C(=O)NCCCOCC)C1
* total charge: 0

Which structure wins on stability? version ii wins.

Version i
Density functional theory data (ωB97M-V/def2-TZVPD) for 2 unconnected molecules or ions with the total composition C2H11N2O.

Element x y z (Å)
N (0.533, 0.766, 1.886)
H (-0.068, 0.254, 1.054)
H (0.347, 0.375, 2.806)
H (1.507, 0.608, 1.632)
H (0.342, 1.767, 1.920)
C (-1.719, -0.031, -0.848)
N (-0.466, -0.503, -0.228)
C (0.706, -0.228, -1.069)
O (1.896, -0.443, -0.336)
H (-1.676, 1.053, -0.947)
H (-2.544, -0.291, -0.190)
H (-1.895, -0.473, -1.829)
H (-0.520, -1.505, -0.073)
H (0.698, -0.826, -1.983)
H (0.695, 0.829, -1.332)
H (2.165, -1.353, -0.464)

Calculated values
* E_HOMO: -14.68 eV
* E_LUMO: -3.229 eV
* total charge: +1

Version ii
Density functional theory data (ωB97M-V/def2-TZVPD) for 2 unconnected molecules or ions with the total composition C2H11N2O.

Element x y z (Å)
C (0.810, -1.362, -1.716)
N (0.012, -1.971, -0.629)
H (0.292, -0.479, -2.104)
H (1.767, -1.071, -1.295)
H (0.991, -2.128, -2.473)
H (-0.825, -2.412, -0.942)
H (-0.322, -1.142, 0.098)
H (0.510, -2.665, -0.182)
N (-0.645, 0.034, 0.966)
C (-0.066, 1.225, 0.311)
O (-0.179, 2.346, 1.195)
H (-0.245, -0.019, 1.862)
H (-1.656, 0.184, 1.112)
H (0.951, 0.991, 0.021)
H (-0.631, 1.438, -0.611)
H (0.568, 2.920, 1.025)

Calculated values
* E_HOMO: -14.68 eV
* E_LUMO: -3.192 eV
* total charge: +1

Version iii
Density functional theory data (ωB97M-V/def2-TZVPD) for 2 unconnected molecules or ions with the total composition C2H11N2O.

Element x y z (Å)
C (1.149, 1.384, -1.194)
N (1.543, -0.043, -0.825)
H (2.026, 1.896, -1.561)
H (0.792, 1.895, -0.297)
H (0.393, 1.322, -1.951)
H (2.499, -0.096, -0.473)
H (0.802, -0.498, -0.230)
H (1.559, -0.543, -1.713)
N (-0.711, -1.477, 0.124)
C (-1.521, -0.374, 0.675)
O (-0.647, 0.578, 1.239)
H (-1.295, -2.035, -0.489)
H (-0.445, -2.111, 0.881)
H (-2.295, -0.737, 1.355)
H (-1.981, 0.135, -0.164)
H (-0.439, 0.349, 2.152)

Calculated values
* E_HOMO: -14.71 eV
* E_LUMO: -3.172 eV
* total charge: +1

Which structure wins on stability? version i wins.

Version i
Density functional theory data (ωB97M-V/def2-TZVPD) for C3H6ClF in the gas phase.

Element x y z (Å)
F (1.679, -0.625, -0.917)
C (1.029, -0.832, 0.269)
C (0.157, 0.442, 0.382)
C (-1.018, 0.546, -0.576)
Cl (-2.294, -0.723, -0.244)
H (1.660, -0.899, 1.105)
H (0.325, -1.656, 0.488)
H (-0.097, 0.416, 1.429)
H (0.832, 1.352, 0.072)
H (-0.713, 0.513, -1.628)
H (-1.560, 1.466, -0.380)

Calculated values
* E_HOMO: -10.75 eV
* E_LUMO: 1.025 eV
* SMILES: FCCCCl
* total charge: 0

Version ii
Density functional theory data (ωB97M-V/def2-TZVPD) for C3H6ClF in the gas phase.

Element x y z (Å)
C (0.064, 1.199, -0.409)
C (-0.636, 0.006, 0.294)
Cl (-2.252, -0.660, -0.438)
C (0.429, -1.069, 0.370)
F (1.174, -1.126, -0.877)
H (-0.040, 1.040, -1.536)
H (-0.155, 2.220, -0.177)
H (1.092, 0.830, -0.204)
H (-0.974, 0.190, 1.342)
H (0.263, -2.150, 0.595)
H (1.035, -0.480, 1.040)

Calculated values
* E_HOMO: -10.78 eV
* E_LUMO: 0.891 eV
* SMILES: C[C@@H](Cl)CF
* total charge: 0

Version iii
Density functional theory data (ωB97M-V/def2-TZVPD) for C3H6ClF in the gas phase.

Element x y z (Å)
C (0.031, -0.375, -1.290)
C (-0.420, 0.625, -0.058)
C (0.257, -0.104, 1.118)
F (-0.782, -0.764, 1.707)
Cl (0.791, 0.989, 2.424)
H (-0.027, 0.118, -2.263)
H (1.088, -0.634, -1.236)
H (-0.579, -1.315, -1.202)
H (0.147, 1.590, -0.134)
H (-1.499, 0.720, 0.042)
H (0.992, -0.849, 0.893)

Calculated values
* E_HOMO: -10.96 eV
* E_LUMO: 1.050 eV
* SMILES: CC[C@H](F)Cl
* total charge: 0

Version iv
Density functional theory data (ωB97M-V/def2-TZVPD) for a molecular structure, C3H6ClF.

Element x y z (Å)
C (0.911, -0.644, 0.824)
C (0.032, 0.458, 0.074)
C (-1.043, -0.051, -0.988)
H (0.340, -1.621, 1.217)
H (1.016, 0.574, 1.630)
H (1.997, -1.024, 0.480)
H (-1.214, 0.908, -1.875)
H (-2.256, -0.125, -0.417)
H (-0.600, -0.987, -1.412)
F (-0.597, 1.065, 1.065)
Cl (1.415, 1.448, -0.598)

Calculated values
* E_HOMO: -10.48 eV
* E_LUMO: 0.767 eV
* total charge: 0

Which structure wins on stability? version iii wins.

Version i
Density functional theory data (ωB97M-V/def2-TZVPD) for 2 unconnected molecules or ions with the total composition C3H5ClN2.

Element x y z (Å)
N (1.146, -1.968, 1.362)
C (0.605, -2.267, 0.359)
C (0.203, -2.689, -0.802)
Cl (0.509, -1.723, -2.308)
H (0.894, -1.327, 2.110)
H (-0.602, -3.383, -1.022)
C (-1.184, 1.075, -0.188)
N (-2.116, 1.950, -0.074)
H (-1.267, 0.512, -1.105)
H (-0.481, 0.947, 0.627)
H (-2.078, 2.606, 0.631)

Calculated values
* E_HOMO: -9.01 eV
* E_LUMO: 0.343 eV
* SMILES: N=C=CCl.C=N
* total charge: 0

Version ii
Density functional theory data (ωB97M-V/def2-TZVPD) for C3H5ClN2 in the gas phase.

Element x y z (Å)
H (0.605, 3.129, -0.993)
N (0.368, 2.176, -1.267)
C (0.296, 1.452, -0.223)
N (-0.051, 0.154, -0.356)
C (0.023, -0.761, 0.658)
C (-0.427, -2.039, 0.561)
Cl (-1.196, -2.742, -0.855)
H (0.458, 1.797, 0.803)
H (-0.411, -0.138, -1.266)
H (0.557, -0.328, 1.551)
H (-0.222, -2.699, 1.388)

Calculated values
* E_HOMO: -8.42 eV
* E_LUMO: 0.882 eV
* SMILES: [H]/N=C/N/C=C\Cl
* total charge: 0

Which structure wins on stability? version ii wins.

Version i
Density functional theory data (ωB97M-V/def2-TZVPD) for 4 unconnected molecules or ions with the total composition C5H19NO3.

Element x y z (Å)
C (-2.053, -1.309, 1.465)
N (-1.655, -0.283, 0.508)
C (-0.425, 0.393, 0.921)
C (-0.216, 1.732, 0.216)
C (-0.189, 1.587, -1.301)
C (1.075, 2.357, 0.718)
H (-1.270, -2.062, 1.524)
H (-2.219, -0.913, 2.472)
H (-2.977, -1.790, 1.141)
H (-2.399, 0.393, 0.400)
H (-0.423, 0.581, 2.000)
H (0.423, -0.266, 0.708)
H (-1.049, 2.393, 0.482)
H (0.048, 2.541, -1.774)
H (0.596, 0.889, -1.608)
H (-1.140, 1.245, -1.710)
H (1.077, 2.479, 1.800)
H (1.945, 1.732, 0.472)
H (1.256, 3.341, 0.280)
O (-0.851, -1.801, -1.765)
H (-1.294, -1.350, -2.491)
H (-1.140, -1.309, -0.959)
O (2.560, -1.353, 0.923)
H (2.321, -1.596, 0.009)
H (2.960, -2.145, 1.305)
O (1.910, -2.082, -1.720)
H (0.931, -2.029, -1.707)
H (2.197, -1.377, -2.310)

Calculated values
* E_HOMO: -9.50 eV
* E_LUMO: 0.768 eV
* SMILES: CNCC(C)C.O.O.O
* total charge: 0

Version ii
Density functional theory data (ωB97M-V/def2-TZVPD) for 4 unconnected molecules or ions with the total composition C5H19NO3.

Element x y z (Å)
C (0.975, 1.489, -2.295)
C (1.398, 1.997, -0.895)
C (1.597, 0.916, 0.220)
C (0.197, 0.721, 0.828)
N (0.117, -0.507, 1.638)
C (-0.337, -0.083, 2.980)
H (1.073, 0.408, -2.315)
H (1.376, 2.035, -3.045)
H (-0.142, 1.661, -2.623)
H (2.423, 2.369, -1.026)
H (0.898, 2.876, -0.581)
H (2.120, 0.042, -0.198)
H (2.384, 1.303, 0.879)
H (-0.019, 1.531, 1.457)
H (-0.488, 0.661, 0.035)
H (0.970, -0.857, 1.692)
H (-1.446, -0.033, 2.822)
H (0.022, -0.642, 3.855)
H (0.085, 0.873, 3.163)
O (-0.478, -3.593, -1.854)
H (-0.991, -3.652, -1.046)
H (-0.194, -2.575, -1.708)
O (-2.196, -1.503, 0.691)
H (-2.641, -2.216, 1.071)
H (-1.338, -1.448, 1.035)
O (-1.424, -0.518, -1.641)
H (-1.814, -1.092, -1.011)
H (-2.129, -0.165, -2.131)

Calculated values
* E_HOMO: -9.57 eV
* E_LUMO: 0.666 eV
* SMILES: CCCCNC.O.O.O
* total charge: 0

Which structure wins on stability? version i wins.